Computed, not measured: an isolated molecule of C9H10O3 at a distorted geometry, with the ωB97M-V functional and the def2-TZVPD basis.

Properties
* frontier orbital gap: 9.83 eV
* E_HOMO: -9.1 eV
* charge: 0
* energy: -15635.727 eV
* energy above the lowest of the compared OMol25 structures with the same formula, charge and spin: 2.275 eV
* SMILES: C[C@@]1(O)O[C@]1(O)c1ccccc1

```
22
Properties=species:S:1:pos:R:3:forces:R:3:nbo_charge:R:1
C 3.299738 0.197962 -0.029710 -1.50 2.26 1.14 -0.210
C 2.791297 -1.038351 -0.284960 -1.74 0.23 0.02 -0.203
C 2.475121 1.290028 0.349350 -1.98 -2.64 -2.12 -0.183
C 1.420022 -1.319553 -0.262956 1.29 3.46 1.09 -0.192
C 1.074041 1.045472 0.222531 3.01 -1.46 1.07 -0.184
C 0.589296 -0.250155 0.064110 -0.65 -0.03 -0.71 -0.074
C -0.892318 -0.490272 0.216541 0.60 0.94 -0.05 0.424
C -1.970451 0.480071 -0.090727 0.01 -0.55 -1.21 0.480
C -3.331727 -0.061937 -0.384056 -1.04 2.24 -2.01 -0.652
O -1.590030 0.331047 1.198910 1.03 -0.17 1.97 -0.504
O -1.259163 -1.783431 0.188099 -0.17 -1.61 0.34 -0.687
O -1.655128 1.655903 -0.706493 -0.77 -0.03 -1.87 -0.710
H 4.316403 0.441155 0.010374 1.59 -0.37 -0.18 0.209
H 3.449227 -1.804155 -0.441721 1.63 -1.97 -0.58 0.206
H 2.925107 2.227983 0.522625 0.10 0.97 0.38 0.214
H 1.021330 -2.258141 -0.299586 -0.62 -2.42 -0.56 0.206
H 0.339200 1.671833 0.551187 -1.23 2.21 0.66 0.197
H -4.050822 0.547544 0.236304 0.55 -1.13 -0.30 0.224
H -3.258632 -1.124950 -0.212558 -0.85 -0.08 0.07 0.247
H -3.623860 0.224369 -1.479674 0.63 -0.91 1.84 0.222
H -0.724159 -2.331132 0.789209 -0.23 0.43 -0.16 0.483
H -1.344486 2.348712 -0.156789 0.32 0.62 1.15 0.487
```
Forces are in eV/Å.

Computed, not measured: a cluster of 2 separate species, C9H10O3S in total at a distorted geometry, with the ωB97M-V functional and the def2-TZVPD basis.

Properties
* frontier orbital gap: 7.40 eV
* E_HOMO: -9.3 eV
* charge: 0
* energy: -26468.157 eV
* energy above the lowest of the compared OMol25 structures with the same formula, charge and spin: 3.678 eV

```
23
Properties=species:S:1:pos:R:3:forces:R:3:nbo_charge:R:1
C 2.871677 -1.278847 -0.011455 -0.39 -1.11 -0.29 -0.178
C 2.848312 0.042989 -0.366770 1.08 2.20 -1.58 -0.212
C 1.652311 -1.797626 0.458315 -2.07 -1.11 0.58 -0.204
C 1.684956 0.831781 -0.387489 1.07 -0.27 -0.68 -0.127
C 0.446242 -1.035182 0.380980 1.23 -1.95 0.34 0.059
C 0.462925 0.254974 -0.164286 -1.00 0.33 1.26 -0.200
C -0.914013 -1.617860 0.784919 0.77 0.79 1.63 -0.700
C -0.859464 0.866755 -0.290181 0.09 -0.28 2.24 0.145
C -1.368238 2.080187 -1.028128 -1.47 -1.17 -0.08 -0.715
O -3.219500 -0.357670 0.437513 1.15 0.26 -0.44 -0.912
O -2.156244 -0.979492 -1.654471 1.40 0.29 1.29 -0.919
O -1.286693 1.178521 2.038619 0.43 0.14 -2.39 -0.878
S -1.961052 -0.565618 -0.259777 -3.65 -0.82 0.00 2.106
H 3.790166 -1.863642 -0.292214 -1.17 0.39 0.96 0.239
H 3.771616 0.486741 -0.856461 -1.15 -0.47 1.01 0.224
H 1.418868 -2.844447 0.871998 1.19 1.52 -0.83 0.226
H 1.708953 1.852548 -0.709926 0.27 0.39 -0.18 0.220
H -1.007645 -2.739405 0.711122 -0.11 1.38 -0.51 0.273
H -1.174446 -1.309429 1.907736 0.42 -0.35 -2.56 0.320
H -1.013447 2.015334 -2.098697 -0.23 0.34 1.16 0.262
H -1.181199 3.039526 -0.514617 0.30 -0.59 -0.41 0.267
H -2.501858 1.902915 -1.027216 1.44 0.63 -0.23 0.259
H -2.012220 1.836944 2.070483 0.40 -0.56 -0.28 0.442
```
Forces are in eV/Å.

Computed, not measured: an isolated molecule of C9H11BClNO at a distorted geometry, with the ωB97M-V functional and the def2-TZVPD basis.

Properties
* frontier orbital gap (alpha / beta): 7.37 / 6.46 eV
* E_HOMO (alpha / beta): -8.6 / -7.7 eV
* charge: 0
* energy: -26244.484 eV
* energy above the lowest of the compared OMol25 structures with the same formula, charge and spin: 4.854 eV

```
24
Properties=species:S:1:pos:R:3:forces:R:3:nbo_charge:R:1
B -2.159855 -0.126878 -0.352888 0.79 -0.90 -1.02 0.603
C 0.326842 -0.737435 -0.025853 -0.83 0.92 -0.02 -0.211
C 1.286889 1.873554 0.293443 0.36 -0.37 0.26 -0.348
C -0.631523 0.308596 -0.173224 -0.23 -0.06 -0.59 -0.223
C 1.611771 -0.562856 0.404519 -0.55 1.52 -0.20 0.023
C -0.039642 1.672679 -0.259441 0.64 -0.50 0.29 0.202
C 2.059832 0.807380 0.634917 -1.57 -1.32 -1.32 0.316
C -3.202573 0.557979 0.489369 -0.21 0.08 1.14 -0.369
C -2.563884 -1.469289 -1.167020 -0.31 -1.80 -1.46 -0.974
C 2.584516 -1.666696 0.544351 -0.35 1.93 3.09 -0.637
N -0.544130 2.568112 -1.027486 -2.89 -1.92 -0.22 -0.589
O 3.351618 0.775507 0.903704 1.77 1.00 1.00 -0.661
Cl -4.702336 -0.133244 0.986324 0.18 -0.03 -0.56 0.028
H 0.023825 -1.719215 -0.302548 -0.34 -0.75 0.14 0.212
H 1.661981 2.886791 0.200214 0.27 -0.08 0.26 0.209
H -2.985273 1.320458 1.217335 0.24 0.53 -0.21 0.199
H -1.644976 -2.122858 -1.535257 -1.86 1.45 0.66 0.220
H -3.258338 -1.327445 -2.139848 1.67 0.11 2.13 0.257
H -3.213045 -2.188907 -0.546640 0.95 1.08 -0.65 0.241
H 2.307819 -2.424051 -0.056179 -0.64 -2.78 -2.11 0.216
H 3.562745 -1.301755 0.394647 1.10 0.00 -0.44 0.240
H 2.541375 -2.011803 1.597952 0.14 -0.04 -0.41 0.225
H -0.042808 3.378542 -1.229853 1.44 1.52 0.22 0.336
H 3.669179 1.642845 1.149473 0.25 0.43 0.02 0.487
```
Forces are in eV/Å.